Record 1
The following is a quantum chemistry calculation of a structure of composition C4H5NO in a non-equilibrium geometry, from OMol25.

CARTESIAN COORDINATES (ANGSTROEM)
O -0.70 1.36 -0.91
C -0.67 0.21 -0.22
C -0.15 -1.11 -0.61
C 0.48 -0.44 0.58
C 1.73 0.30 0.55
N 2.73 0.88 0.58
H -0.85 2.04 -0.24
H -1.78 0.08 0.39
H -1.37 -0.94 -0.18
H 0.31 -1.54 -1.52
H 0.27 -0.85 1.57

Properties
HOMO energy ... -9.2 eV
Max |F| ... 4.99 eV/Å
LUMO ... 0.4 eV
E_tot ... -7761.1316 eV
Frontier orbital gap ... 9.60 eV


Record 2
The following is a quantum chemistry calculation of a structure of composition C36H60CeOP2 in a non-equilibrium geometry, from OMol25.

CARTESIAN COORDINATES (ANGSTROEM)
Ce -0.17 0.00 -0.01
C 0.69 -0.22 2.22
C 1.76 0.35 1.40
C -0.08 1.86 1.37
C -0.47 0.71 2.19
C 1.30 1.66 0.89
C 0.80 -1.45 3.05
H 1.48 -2.17 2.60
H -0.18 -1.92 3.17
H 1.16 -1.17 4.04
C -1.77 0.53 2.84
H -1.91 -0.49 3.18
H -2.60 0.76 2.16
H -1.81 1.19 3.70
C -0.91 3.07 1.14
H -0.81 3.69 2.04
H -1.96 2.80 1.00
H -0.57 3.63 0.27
C 2.11 2.65 0.13
H 2.61 3.29 0.85
H 1.48 3.27 -0.52
H 2.87 2.16 -0.48
C 3.15 -0.16 1.30
H 3.74 0.36 2.06
H 3.58 0.04 0.32
H 3.18 -1.23 1.50
C -0.96 -1.93 -0.85
C 0.22 -2.28 -0.09
C 1.51 -2.63 -0.69
C 1.93 -1.69 -1.84
C 1.52 -0.27 -1.65
C 0.32 0.30 -2.23
C -0.68 -0.52 -2.97
C -1.04 -1.88 -2.31
H 1.43 -3.67 -1.05
H 1.53 -2.05 -2.79
H 2.29 -2.64 0.09
H -0.42 -2.68 -2.71
H -1.90 -1.90 -0.27
H 0.05 -2.58 0.95
H -2.08 -2.12 -2.58
H -1.59 0.08 -3.10
H 0.27 1.39 -2.32
H -0.26 -0.69 -3.98
H 3.03 -1.70 -1.94
H 2.30 0.45 -1.36
P -1.21 -0.74 -7.27
P -0.87 2.01 -8.83
C -1.23 -0.80 -9.15
C -1.58 0.56 -9.78
H -1.98 -1.55 -9.44
H -0.25 -1.15 -9.50
H -1.17 0.61 -10.80
H -2.67 0.68 -9.85
C -1.68 3.39 -9.74
H -1.23 4.34 -9.43
H -2.75 3.43 -9.48
H -1.59 3.28 -10.83
C 0.80 2.07 -9.65
H 0.72 2.07 -10.74
H 1.39 1.20 -9.33
H 1.32 2.98 -9.32
C -2.66 -1.84 -6.96
H -2.73 -2.06 -5.88
H -2.59 -2.79 -7.51
H -3.59 -1.33 -7.25
C 0.15 -1.94 -6.95
H 1.12 -1.49 -7.21
H 0.02 -2.88 -7.51
H 0.17 -2.18 -5.87
C -2.79 -0.59 5.91
C -1.78 -1.54 5.22
C -0.98 -2.32 6.27
C -2.49 -2.47 4.14
C -3.35 -3.33 4.83
C -4.01 -4.41 4.26
C -3.75 -4.69 2.93
C -2.92 -3.91 2.14
C -2.43 -4.58 0.85
C -1.04 -5.16 1.13
C -3.30 -5.73 0.30
C -2.31 -2.64 2.61
O -1.74 -1.93 1.86
H -3.53 -1.13 6.50
H -3.32 0.02 5.17
H -2.25 0.09 6.58
H -1.01 -0.89 4.81
H -1.60 -2.97 6.90
H -0.21 -2.93 5.77
H -0.46 -1.62 6.93
H -3.54 -3.24 5.92
H -4.65 -5.06 4.87
H -4.20 -5.64 2.60
H -2.42 -3.81 0.05
H -1.13 -5.98 1.86
H -0.58 -5.54 0.22
H -0.36 -4.44 1.61
H -4.33 -5.41 0.12
H -2.87 -6.07 -0.66
H -3.28 -6.59 0.97

Properties
HOMO energy (spin up / spin down) ... -8.5 / -8.3 eV
Max |F| ... 10.50 eV/Å
Total charge ... +1
LUMO (spin up / spin down) ... -5.2 / -5.0 eV
⟨S²⟩ ... 0.77
2S+1 ... 2
E_tot ... -71844.1019 eV
Frontier orbital gap (spin up / spin down) ... 3.28 / 3.34 eV


Look up the max |F| of the second one.
10.50 eV/Å